<i>
C24H20AsIrO6PS2Se2 as an isolated structure, computed with the ωB97M-V functional and the def2-TZVPD basis.

Last column: Mulliken charge in e.
Element x y z (Å)
Ir: -0.4605 0.3592 0.0670  1.36
Se: -1.7002 -2.1834 0.8887  -0.33
P: -1.3624 -0.8861 2.5829  0.58
Se: 0.4202 0.3794 2.6182  -0.38
C: -2.8065 0.2142 2.9130  0.90
C: -2.6444 1.4762 3.4658  -0.14
C: -3.7549 2.2565 3.7332  -0.68
C: -5.0231 1.7814 3.4456  -0.39
C: -5.1853 0.5228 2.8887  -0.75
C: -4.0778 -0.2603 2.6215  -0.68
C: -1.4313 -1.9270 4.1016  0.81
C: -1.6910 -3.2834 3.9882  -0.40
C: -1.8872 -4.0493 5.1216  -0.65
C: -1.8118 -3.4559 6.3703  -0.43
C: -1.5083 -2.1081 6.4873  -0.68
C: -1.3119 -1.3399 5.3542  -0.46
H: -1.6532 1.8504 3.6874  0.33
H: -3.6299 3.2396 4.1660  0.37
H: -5.8878 2.3972 3.6552  0.40
H: -6.1783 0.1616 2.6553  0.40
H: -4.1818 -1.2382 2.1725  0.29
H: -1.7456 -3.7235 3.0002  0.22
H: -2.1102 -5.1031 5.0277  0.39
H: -1.9868 -4.0469 7.2573  0.36
H: -1.4364 -1.6550 7.4668  0.38
H: -1.0648 -0.2898 5.4290  0.33
O: 2.0182 3.5067 -2.4395  -0.70
As: 0.7603 2.1938 -2.4368  1.31
O: -0.5377 2.8163 -3.1549  -0.81
O: 0.6653 2.0468 -0.7805  -0.86
C: 1.7357 0.9963 -3.6623  -0.43
C: 2.4026 1.6139 -4.7081  -0.55
C: 2.9864 0.8544 -5.7093  -0.60
C: 2.8921 -0.5289 -5.6848  -0.47
C: 2.2401 -1.1481 -4.6330  -0.64
C: 1.6713 -0.3774 -3.6368  1.10
S: 0.7667 -1.1189 -2.2686  0.48
O: 1.8767 -0.6965 -1.1686  -0.13
O: -0.3629 -0.1789 -2.2012  -0.68
O: 1.0688 -1.2704 -0.1448  -0.54
H: 2.0117 3.8078 -1.5278  0.27
H: 2.4439 2.6947 -4.7164  0.49
H: 3.5045 1.3435 -6.5229  0.37
H: 3.3232 -1.1322 -6.4705  0.38
H: 2.1658 -2.2246 -4.5815  0.40
S: -2.8387 0.7254 -0.3326  -0.45
C: -3.3350 2.3087 0.1794  1.05
C: -4.7015 2.5959 0.1504  -0.66
C: -5.1574 3.8247 0.5801  -0.58
C: -4.2571 4.7775 1.0352  -0.45
C: -2.8980 4.5008 1.0444  -0.80
C: -2.4312 3.2740 0.6172  -0.61
H: -5.3800 1.8360 -0.2082  0.42
H: -6.2168 4.0441 0.5606  0.39
H: -4.6159 5.7380 1.3767  0.36
H: -2.2001 5.2533 1.3841  0.39
H: -1.3699 3.0529 0.6125  0.40

Results
**HOMO**: -0.1572 Ha
**Total charge**: -1



<ii>
C24H20AsIrO6PS2Se2 as an isolated structure, computed with the ωB97M-V functional and the def2-TZVPD basis.

Last column: Mulliken charge in e.
Element x y z (Å)
Ir: 1.2805 -0.1942 -0.2182  1.52
Se: 0.5855 -2.6068 -0.4274  -0.43
P: -0.8941 -1.9402 0.9998  0.57
Se: 0.0398 -0.2182 1.9156  -0.48
C: -2.4701 -1.5024 0.2092  0.85
C: -3.1070 -0.3047 0.5051  -0.24
C: -4.3230 -0.0038 -0.0940  -0.61
C: -4.9025 -0.9006 -0.9771  -0.57
C: -4.2622 -2.0981 -1.2752  -0.66
C: -3.0449 -2.3975 -0.6886  -0.76
C: -1.3907 -3.2136 2.1994  0.71
C: -0.8103 -4.4745 2.1827  -0.37
C: -1.2037 -5.4308 3.1103  -0.57
C: -2.1659 -5.1231 4.0597  -0.41
C: -2.7412 -3.8581 4.0832  -0.64
C: -2.3589 -2.9062 3.1532  -0.47
H: -2.6229 0.4159 1.1529  0.44
H: -4.7949 0.9491 0.1084  0.47
H: -5.8441 -0.6581 -1.4542  0.40
H: -4.7025 -2.7882 -1.9839  0.37
H: -2.5201 -3.3084 -0.9510  0.34
H: -0.0422 -4.6970 1.4519  0.28
H: -0.7513 -6.4142 3.0934  0.37
H: -2.4683 -5.8675 4.7857  0.36
H: -3.4909 -3.6158 4.8257  0.38
H: -2.8143 -1.9224 3.1622  0.34
O: 3.2452 4.0154 -0.0231  -0.67
As: 2.7991 2.6457 -1.0715  1.20
O: 2.1180 3.1579 -2.4489  -0.80
O: 1.9749 1.7364 0.0895  -0.79
C: 4.6433 2.1076 -1.4947  -0.49
C: 5.4949 3.1602 -1.8131  -0.63
C: 6.7958 2.9198 -2.2364  -0.60
C: 7.2758 1.6234 -2.3504  -0.49
C: 6.4436 0.5613 -2.0334  -0.64
C: 5.1483 0.8185 -1.6134  1.33
S: 4.1211 -0.5618 -1.1730  0.39
O: 4.0680 -0.1506 0.3726  -0.11
O: 2.7841 -0.1754 -1.7740  -0.67
O: 2.9303 -0.9336 0.8548  -0.57
H: 2.7849 3.8626 0.8116  0.30
H: 5.1331 4.1765 -1.7295  0.45
H: 7.4376 3.7564 -2.4832  0.37
H: 8.2889 1.4397 -2.6839  0.37
H: 6.7914 -0.4621 -2.1101  0.39
S: -0.4075 0.4406 -1.6984  -0.44
C: -1.4542 1.7059 -1.0842  0.82
C: -2.6284 1.9554 -1.8081  -0.53
C: -3.5546 2.8883 -1.3752  -0.77
C: -3.3428 3.6015 -0.2005  -0.39
C: -2.1795 3.3665 0.5198  -0.73
C: -1.2438 2.4371 0.0873  -0.49
H: -2.8080 1.3918 -2.7163  0.44
H: -4.4515 3.0591 -1.9603  0.37
H: -4.0663 4.3319 0.1405  0.36
H: -1.9889 3.9207 1.4324  0.38
H: -0.3329 2.2826 0.6445  0.43

Results
**HOMO**: -0.1420 Ha
**Total charge**: -1



Most stable: <ii>



<i>
C25H31ClO13P2PdS2Se as an isolated structure, computed with the ωB97M-V functional and the def2-TZVPD basis.

Last column: Mulliken charge in e.
Element x y z (Å)
Pd: 0.6848 0.4471 0.5935  1.80
O: 0.6141 -1.7262 0.5888  0.46
S: 0.8694 -2.9042 -0.3293  0.31
C: 2.1292 -3.8942 0.5445  -1.13
C: 2.9702 -3.0985 1.5327  -0.44
C: 2.2654 -2.8450 2.8693  0.13
C: 3.0152 -1.8098 3.7057  -1.12
S: 2.4767 -0.1440 3.2497  0.67
O: 2.4265 -0.1482 1.7300  0.00
C: 3.9474 0.7629 3.6647  0.44
C: 4.6907 1.3353 2.6490  -0.40
C: 5.8322 2.0506 2.9851  -0.92
C: 6.2100 2.1834 4.3126  -0.49
C: 5.4441 1.6100 5.3208  -0.69
C: 4.2999 0.8981 5.0011  -0.45
C: 1.8586 -2.2531 -1.6529  0.89
C: 1.7216 -2.8361 -2.9028  -0.62
C: 2.4635 -2.3329 -3.9596  -0.65
C: 3.3110 -1.2508 -3.7630  -0.61
C: 3.4302 -0.6695 -2.5081  -1.48
C: 2.7042 -1.1734 -1.4389  0.85
H: 2.7356 -4.3333 -0.2480  0.53
H: 1.5785 -4.6994 1.0336  0.48
H: 3.2637 -2.1518 1.0837  -0.10
H: 3.8931 -3.6549 1.7242  0.64
H: 2.2194 -3.7776 3.4376  0.70
H: 1.2343 -2.5207 2.7103  -0.61
H: 4.0978 -1.8789 3.5888  0.53
H: 2.7625 -1.8807 4.7650  0.63
H: 4.3733 1.2303 1.6235  0.12
H: 6.4201 2.5081 2.2011  0.47
H: 7.1017 2.7399 4.5672  0.40
H: 5.7331 1.7251 6.3568  0.40
H: 3.6888 0.4670 5.7845  0.42
H: 1.0053 -3.6315 -3.0542  0.38
H: 2.3508 -2.7624 -4.9451  0.42
H: 3.8691 -0.8479 -4.5975  0.39
H: 4.0843 0.1790 -2.3548  0.52
H: 2.8048 -0.7258 -0.4549  -0.24
C: 1.6447 5.0350 -1.7567  -1.15
C: 1.3309 4.4664 -0.4205  0.33
O: 0.1253 4.7708 0.1034  -0.54
P: 2.2947 3.1990 0.3187  0.86
O: 3.7658 3.8096 0.5517  -0.47
O: 2.6746 2.1228 -0.7930  -0.49
O: 1.7428 2.5931 1.5556  -0.72
P: -0.8549 1.6559 -1.5036  0.67
O: 0.5305 1.6039 -2.3382  -0.57
O: -1.9690 2.2728 -2.2085  -0.80
O: -0.3809 2.1343 -0.1097  -1.00
H: 2.7169 5.0337 -1.9528  0.30
H: 1.2729 6.0585 -1.8218  0.40
H: 1.1459 4.4535 -2.5422  0.19
H: -0.2567 3.9709 0.5102  0.33
H: 3.7512 4.4955 1.2259  0.38
H: 1.9763 1.9900 -1.4753  0.37
H: 0.3904 0.9533 -3.0711  0.32
O: -0.4463 -0.5067 -3.6852  -0.74
Se: -1.5596 -1.0215 -2.6095  1.21
O: -1.2429 -2.4596 -1.9538  -0.64
O: -1.0998 0.0695 -1.1626  -0.15
O: -3.0943 -0.6936 -2.9065  -0.64
Cl: -0.6836 1.0199 3.0841  -0.12
C: -1.0086 -0.6306 3.5339  0.87
C: -0.5699 -1.0654 4.7660  -0.65
C: -0.7021 -2.4072 5.1113  -0.40
C: -1.2549 -3.3037 4.1961  -0.75
C: -1.6985 -2.8596 2.9705  -0.48
C: -1.6223 -1.4935 2.5929  0.78
C: -2.1338 -1.0586 1.3653  -2.00
H: -0.1222 -0.3570 5.4495  0.44
H: -0.3735 -2.7469 6.0840  0.42
H: -1.3444 -4.3504 4.4536  0.42
H: -2.1337 -3.5518 2.2619  0.46
H: -2.5234 -1.7712 0.6536  0.29
H: -2.1529 -0.0156 1.0887  0.64

Results
**Multiplicity**: 5
**HOMO (spin up / spin down)**: -0.2797 / -0.3478 Ha
**Total charge**: 0



<ii>
C25H31ClO13P2PdS2Se as an isolated structure, computed with the ωB97M-V functional and the def2-TZVPD basis.

Last column: Mulliken charge in e.
Element x y z (Å)
Pd: -0.8461 -0.4372 1.0566  1.66
O: 0.0729 1.2536 0.0246  0.09
S: 0.1326 2.5629 -0.6986  0.04
C: -0.7465 2.3602 -2.2701  -1.17
C: -0.1390 1.3824 -3.2748  0.02
C: -1.2212 0.5543 -3.9821  -1.15
C: -0.8519 -0.9097 -4.2081  -1.09
S: -0.9121 -1.8100 -2.6361  0.92
O: -0.3663 -0.9563 -1.5791  0.36
C: 0.2400 -3.1479 -2.8832  0.52
C: 1.3116 -3.2726 -2.0120  -0.31
C: 2.1730 -4.3475 -2.1744  -0.90
C: 1.9499 -5.2752 -3.1823  -0.45
C: 0.8571 -5.1460 -4.0312  -0.69
C: -0.0174 -4.0835 -3.8763  -0.65
C: 1.8010 2.6446 -1.3270  0.32
C: 2.2323 3.8180 -1.9288  -0.55
C: 3.5261 3.8841 -2.4208  -0.64
C: 4.3744 2.7907 -2.2936  -0.47
C: 3.9330 1.6306 -1.6741  -0.77
C: 2.6368 1.5514 -1.1828  -0.09
H: -0.8591 3.3770 -2.6533  0.63
H: -1.7330 2.0319 -1.9298  0.48
H: 0.5339 0.7181 -2.7374  -0.09
H: 0.4737 1.9216 -3.9992  0.62
H: -1.4704 0.9854 -4.9539  0.52
H: -2.1391 0.5643 -3.3978  0.48
H: 0.1486 -1.0506 -4.6199  0.44
H: -1.5820 -1.4013 -4.8515  0.63
H: 1.4490 -2.5461 -1.2222  0.33
H: 3.0140 -4.4636 -1.5040  0.43
H: 2.6228 -6.1143 -3.2994  0.40
H: 0.6766 -5.8825 -4.8024  0.41
H: -0.8907 -3.9934 -4.5111  0.44
H: 1.5713 4.6737 -2.0047  0.42
H: 3.8769 4.7926 -2.8918  0.41
H: 5.3867 2.8495 -2.6711  0.39
H: 4.6000 0.7847 -1.5710  0.44
H: 2.2591 0.6607 -0.6963  0.34
C: 1.1004 -3.6233 4.0758  -1.97
C: -0.0267 -2.6742 3.7224  1.11
O: -0.9695 -2.6632 4.8043  -0.63
P: -1.0434 -3.2131 2.3101  0.93
O: -1.5108 -4.7040 2.5871  -0.52
O: -0.0859 -3.3697 1.0574  -0.49
O: -2.1224 -2.2222 2.0729  -0.65
P: 0.5493 -0.9215 3.5210  0.92
O: 1.2840 -0.9417 2.0357  -0.61
O: 1.4914 -0.5237 4.5712  -0.81
O: -0.7218 -0.1471 3.1804  -0.84
H: 0.6897 -4.5910 4.3646  0.43
H: 1.6681 -3.2095 4.9081  0.43
H: 1.7662 -3.7635 3.2234  0.36
H: -1.5728 -1.9177 4.6609  0.38
H: -2.4392 -4.7709 2.8455  0.39
H: -0.6906 -3.3186 0.2670  0.32
H: 2.2021 -0.6519 2.1067  0.24
O: -2.9174 -1.2572 -2.3890  -0.66
Se: -3.1864 -1.7166 -0.7641  1.10
O: -2.7486 -0.3511 0.0915  -0.72
O: -2.1041 -2.9414 -0.6221  -0.73
O: -4.6994 -2.1429 -0.5338  -0.74
Cl: 0.6608 2.8309 2.6572  -0.15
C: -0.5136 3.9410 3.2817  0.89
C: -0.0603 4.9162 4.1493  -0.56
C: -0.9407 5.8433 4.6882  -0.41
C: -2.2927 5.7860 4.3484  -0.65
C: -2.7420 4.8150 3.4884  -0.84
C: -1.8771 3.8406 2.9114  0.79
C: -2.4332 2.8892 2.0510  -0.78
H: 0.9904 4.9383 4.4033  0.43
H: -0.5733 6.5995 5.3685  0.37
H: -2.9903 6.5013 4.7638  0.38
H: -3.7924 4.7656 3.2298  0.36
H: -3.4991 2.9437 1.8732  0.19
H: -1.9271 2.0711 1.5596  0.07

Results
**Multiplicity**: 5
**HOMO (spin up / spin down)**: -0.2623 / -0.3277 Ha
**Total charge**: 0



Most stable: <i>



<i>
A 3-piece molecular cluster, C2H11N3O2 overall, computed with the ωB97M-V functional and the def2-TZVPD basis.

Last column: Mulliken charge in e.
Element x y z (Å)
C: -0.1410 -1.4842 -1.0753  -0.88
N: -0.4168 -0.8779 0.2113  -0.19
C: 0.4063 0.1401 0.5454  0.58
N: 0.0820 0.7769 1.7807  -0.67
N: 1.3475 0.5985 -0.2127  -0.85
H: -0.6106 -2.4506 -1.2192  0.34
H: -0.0965 -0.6634 -1.8110  0.29
H: 0.9209 -1.7561 -1.1564  0.28
H: -1.2389 -0.9162 0.7791  0.23
H: -0.0241 0.0756 2.5172  0.27
H: 0.9363 1.2047 2.1364  0.28
H: 1.4291 1.5975 -0.0383  0.22
H: -5.0480 0.9431 0.2613  0.32
H: -4.4872 -0.3937 0.7783  0.31
O: -4.9570 0.0326 0.0598  -0.63
H: 3.1630 0.9759 -0.8140  0.43
H: 4.5794 0.5039 -0.6086  0.31
O: 3.9596 0.7673 -1.3187  -0.66

Results
**SMILES**: [H]/N=C(\N)NC.O.O
**HOMO**: -0.3338 Ha
**Total charge**: 0



<ii>
A 3-piece molecular cluster, C2H11N3O2 overall, computed with the ωB97M-V functional and the def2-TZVPD basis.

Last column: Mulliken charge in e.
Element x y z (Å)
C: -1.1675 1.3976 -0.8140  -0.83
N: -0.5761 0.0563 -0.7263  -0.20
C: 0.3791 -0.4272 0.0870  0.56
N: 0.5274 -1.9071 -0.1200  -0.59
N: 1.1261 0.2603 0.9231  -0.70
H: -1.9493 1.5348 -1.4931  0.40
H: -1.6300 1.6718 0.1381  0.24
H: -0.3153 2.1119 -1.0990  0.24
H: -1.1571 -0.6976 -1.1516  0.19
H: -0.2355 -2.3569 -0.7474  0.24
H: 0.4830 -2.2406 0.8462  0.24
H: 1.9100 -0.1483 1.3973  0.24
H: -2.5167 -0.9455 2.9728  0.30
H: -3.0608 0.5014 2.9577  0.32
O: -2.3636 -0.1095 3.3396  -0.63
H: 3.2264 0.5029 -2.2272  0.33
H: 1.8107 0.3136 -2.2018  0.34
O: 2.4415 0.7425 -2.7855  -0.67

Results
**SMILES**: [H]/N=C(\N)NC.O.O
**HOMO**: -0.3329 Ha
**Total charge**: 0



Most stable: <i>



<i>
A 2-piece molecular cluster, CH5NO2 overall, computed with the ωB97M-V functional and the def2-TZVPD basis.

Last column: Mulliken charge in e.
Element x y z (Å)
N: -1.0820 0.8315 0.3312  -0.78
H: -1.8208 0.9732 -0.3428  0.26
H: -1.4244 0.9560 1.2732  0.28
H: -0.4320 -0.4211 0.1542  0.48
H: -0.3371 1.4970 0.1454  0.32
O: 0.2038 -1.3475 0.1737  -0.53
C: 1.3043 -0.9349 -0.4134  0.18
O: 1.4450 0.0788 -1.0623  -0.55
H: 2.1432 -1.6329 -0.2592  0.34

Results
**SMILES**: O=CO.N
**HOMO**: -0.3623 Ha
**Total charge**: 0



<ii>
CH5NO2 as an isolated structure, computed with the ωB97M-V functional and the def2-TZVPD basis.

Last column: Mulliken charge in e.
Element x y z (Å)
O: -0.7193 0.7555 -0.5468  -0.56
C: -0.0349 0.9334 0.4431  0.14
N: 0.5534 -0.0291 1.1382  -0.31
H: -0.0659 1.8859 1.0257  0.29
H: 0.5487 -0.9942 0.7992  0.25
H: 1.1370 0.2295 1.9376  0.22
O: -0.3940 -1.2814 -1.4284  -0.79
H: -0.5217 -1.0891 -2.3849  0.26
H: -0.5032 -0.4105 -0.9836  0.51

Results
**HOMO**: -0.3640 Ha
**Total charge**: 0



Most stable: <i>